Model one:
{"formula": "C9H11O3", "method": "ωB97M-V/def2-TZVPD", "elements": ["C", "C", "O", "O", "H", "H", "H", "C", "C", "C", "C", "C", "C", "C", "O", "H", "H", "H", "H", "H", "H", "H", "H"], "coordinates": [[2.3653, 1.8547, 1.0651], [3.4179, 0.7524, 1.3870], [2.9008, -0.4280, 1.6678], [4.5893, 1.0245, 1.2486], [2.4291, 1.9428, -0.0210], [2.8367, 2.8000, 1.3789], [1.3879, 1.7900, 1.5161], [-3.6825, -0.7058, -0.6681], [-0.0781, -0.3286, -1.7749], [-1.4920, -0.2927, -1.7902], [0.5841, -0.7115, -0.6127], [-2.1871, -0.4723, -0.6115], [-0.1571, -0.8044, 0.6333], [-1.5219, -0.7424, 0.5934], [1.9119, -0.7522, -0.5111], [0.3253, -0.2837, -2.7819], [-1.8836, 0.0852, -2.7247], [2.2576, -0.7274, 0.6308], [0.5040, -0.6754, 1.4868], [-4.3636, -0.4693, -1.5075], [-4.1916, -0.0446, 0.1296], [-2.0905, -1.1627, 1.4109], [-3.8617, -1.6488, -0.1446]], "lowdin_charge": [-0.02, -0.66, -0.09, 0.01, 0.08, 0.06, 0.06, -0.10, -0.04, -0.08, -0.36, -0.33, -0.01, -0.08, -0.07, 0.10, 0.09, 0.04, 0.10, 0.07, 0.08, 0.10, 0.06], "charge": -1}



Model two:
{"formula": "C9H11O3", "method": "ωB97M-V/def2-TZVPD", "elements": ["C", "C", "C", "C", "C", "C", "C", "O", "H", "H", "H", "H", "H", "H", "H", "H", "C", "C", "O", "O", "H", "H", "H"], "coordinates": [[1.9145, -1.2311, 0.0523], [0.0164, 1.3235, 2.8548], [1.3512, 1.5641, 2.5320], [-0.7671, 0.5912, 1.9957], [1.9399, 0.7866, 1.5467], [-0.1627, -0.1759, 0.9836], [1.2147, -0.1747, 0.8395], [-0.5831, 1.9190, 3.9800], [-0.3251, 1.3730, 4.7386], [1.8526, 2.4307, 2.9300], [-1.8394, 0.5019, 2.0034], [2.9970, 0.9600, 1.3554], [-0.8005, -0.6399, 0.2447], [1.2818, -1.7688, -0.6577], [2.6079, -1.8322, 0.6397], [2.6209, -0.8380, -0.6758], [-2.2888, -0.9058, -4.0982], [-1.4012, -0.3752, -2.9560], [-1.5460, 0.8271, -2.6494], [-0.6575, -1.2312, -2.4304], [-2.7518, -1.8475, -3.8049], [-1.6831, -1.1060, -4.9958], [-2.9905, -0.1510, -4.4282]], "lowdin_charge": [-0.06, -0.33, -0.04, -0.01, -0.06, -0.01, -0.27, -0.01, 0.10, 0.10, 0.11, 0.11, 0.11, 0.07, 0.07, 0.07, -0.07, -0.81, -0.10, -0.11, 0.05, 0.05, 0.04], "charge": -1}



Which structure loses on stability? model one does.



Model one:
{"formula": "C9H11O3", "method": "ωB97M-V/def2-TZVPD", "elements": ["C", "C", "O", "O", "H", "H", "H", "C", "C", "C", "C", "C", "C", "C", "O", "H", "H", "H", "H", "H", "H", "H", "H"], "coordinates": [[-3.1179, 1.9742, 0.3506], [-3.8663, 0.7949, -0.2592], [-4.2014, -0.1595, 0.4977], [-4.0652, 0.8448, -1.4984], [-3.6385, 2.9120, 0.1540], [-2.1454, 2.0801, -0.1316], [-2.9732, 1.8138, 1.4211], [3.9162, -0.2020, 0.3134], [-0.2605, -1.0063, -0.3863], [0.1320, -0.1944, 0.6757], [0.7063, -1.5663, -1.2125], [1.4779, 0.0576, 0.8969], [2.0475, -1.2997, -0.9788], [2.4589, -0.4844, 0.0709], [-1.5571, -1.2726, -0.6258], [-2.1558, -0.8740, 0.0471], [-0.6026, 0.2372, 1.3453], [0.3806, -2.2070, -2.0183], [1.7669, 0.6741, 1.7414], [2.8138, -1.7409, -1.6073], [4.5514, -0.9123, -0.2145], [4.1307, -0.2846, 1.3835], [4.2017, 0.8153, 0.0350]], "lowdin_charge": [-0.06, -0.81, -0.12, -0.10, 0.06, 0.06, 0.05, -0.08, -0.33, -0.01, -0.02, -0.06, -0.06, -0.31, 0.06, 0.09, 0.11, 0.11, 0.11, 0.10, 0.07, 0.07, 0.07], "charge": -1}



Model two:
{"formula": "C9H11O3", "method": "ωB97M-V/def2-TZVPD", "elements": ["C", "C", "C", "C", "C", "C", "C", "O", "H", "H", "H", "H", "H", "H", "H", "H", "C", "C", "O", "O", "H", "H", "H"], "coordinates": [[4.2782, -1.6706, -0.0466], [0.6918, 0.6571, -0.5713], [1.9555, 1.1613, -1.0232], [0.6744, -0.3122, 0.4499], [2.9494, 0.2203, -1.0576], [1.8233, -1.0947, 0.6901], [2.9555, -0.9297, -0.1477], [-0.3502, 1.2971, -0.9752], [-1.4120, 0.6157, -0.5288], [1.9334, 2.1953, -1.2371], [-0.3107, -0.6341, 0.8831], [3.8105, 0.2812, -1.6241], [1.8373, -1.9107, 1.4827], [4.6776, -1.6592, 0.9326], [5.0004, -1.4640, -0.8306], [3.9099, -2.6847, -0.1361], [-4.3151, -0.6661, 1.3852], [-3.3928, 0.4121, 0.5306], [-2.3168, -0.1064, -0.0188], [-3.7812, 1.5012, 0.4364], [-4.5152, -1.5723, 0.8175], [-5.3148, -0.4014, 1.2555], [-3.7520, -0.9640, 2.1901]], "lowdin_charge": [-0.09, -0.44, -0.03, -0.05, -0.07, -0.09, -0.29, -0.07, 0.13, 0.09, 0.10, 0.06, 0.11, 0.05, 0.06, 0.06, 0.00, -0.65, -0.06, 0.07, 0.05, 0.03, 0.03], "charge": -1}



Which structure loses on stability? model two does.



Model one:
{"formula": "C3H8NO", "method": "ωB97M-V/def2-TZVPD", "elements": ["C", "C", "N", "C", "O", "H", "H", "H", "H", "H", "H", "H", "H"], "coordinates": [[0.8833, -0.5064, -1.1320], [-0.1955, -0.3133, -0.0635], [-1.4202, 0.2612, -0.6811], [0.1011, 0.3179, 1.3855], [-1.0098, 0.8595, 1.9412], [0.9238, 0.2093, -1.9754], [0.8931, -1.4470, -1.6908], [1.7886, -0.5100, -0.3716], [-0.5900, -1.3686, 0.2820], [-1.1200, 1.1257, -1.0840], [-1.7805, 0.5776, 0.1722], [0.8716, 1.1654, 1.1956], [0.6546, -0.3714, 2.0217]], "lowdin_charge": [-0.12, -0.47, -0.01, -0.51, -0.38, 0.05, 0.04, 0.09, 0.13, 0.03, -0.01, 0.08, 0.06], "smiles": "C[C@H](N)C[O-]", "charge": -1}



Model two:
{"formula": "C3H8NO", "method": "ωB97M-V/def2-TZVPD", "elements": ["C", "O", "H", "H", "H", "C", "C", "N", "H", "H", "H", "H", "H"], "coordinates": [[1.1627, 2.3964, 0.3987], [0.6200, 1.3579, 1.1094], [1.0105, 3.3849, 0.8873], [2.2599, 2.2758, 0.2594], [0.7080, 2.5210, -0.6191], [0.1926, -2.0580, -0.9213], [-1.2872, -0.5181, -0.0863], [-1.1573, -1.7009, -0.5200], [0.2782, -1.9566, -2.0032], [0.4272, -3.0901, -0.6666], [0.9480, -1.3975, -0.4811], [-2.2981, -0.2119, 0.2194], [-0.4540, 0.2085, 0.0761]], "lowdin_charge": [-0.47, -0.47, 0.02, 0.02, 0.03, -0.19, -0.09, -0.12, 0.06, 0.05, 0.07, 0.05, 0.03], "charge": -1}



Model three:
{"formula": "C3H8NO", "method": "ωB97M-V/def2-TZVPD", "elements": ["C", "O", "H", "H", "H", "C", "C", "N", "H", "H", "H", "H", "H"], "coordinates": [[-0.2263, 2.5304, 0.4799], [-0.9720, 1.8414, -0.4306], [-0.8230, 2.5999, 1.4493], [0.0074, 3.6770, 0.3978], [0.7931, 2.0876, 0.6242], [0.4195, -2.2626, 0.4146], [-0.3217, -0.9449, -1.3393], [0.5394, -1.8777, -1.0138], [-0.0192, -3.2216, 0.4949], [1.4985, -2.2574, 0.6939], [-0.0492, -1.5340, 1.0847], [0.0235, -0.3434, -2.2617], [-0.8701, -0.2947, -0.5939]], "lowdin_charge": [-0.50, -0.46, 0.02, 0.03, 0.02, -0.19, -0.10, -0.12, 0.04, 0.07, 0.07, 0.08, 0.05], "charge": -1}



Model four:
{"formula": "C3H8NO", "method": "ωB97M-V/def2-TZVPD", "elements": ["N", "C", "C", "C", "O", "H", "H", "H", "H", "H", "H", "H", "H"], "coordinates": [[-0.5253, 1.6293, 1.3284], [-0.4227, 0.8654, 0.0702], [0.2218, -0.5180, 0.1855], [0.3788, -1.2460, -1.1714], [1.1234, -2.3447, -1.1345], [-0.9662, 1.0246, 2.0168], [0.4249, 1.7465, 1.6703], [0.2040, 1.4274, -0.6225], [-1.4023, 0.7904, -0.4132], [-0.3251, -1.1529, 0.9002], [1.2279, -0.3677, 0.5940], [-0.6868, -1.4064, -1.5334], [0.7478, -0.4479, -1.8903]], "lowdin_charge": [-0.04, -0.34, -0.25, -0.61, -0.37, 0.04, 0.04, 0.09, 0.10, 0.10, 0.09, 0.08, 0.07], "smiles": "NCCC[O-]", "charge": -1}



Which structure loses on stability? model three does.



Model one:
{"formula": "C3H8NO", "method": "ωB97M-V/def2-TZVPD", "elements": ["C", "O", "C", "H", "H", "H", "H", "H", "C", "N", "H", "H", "H"], "coordinates": [[-1.3436, -0.6868, -1.5347], [-1.2709, -1.6439, -2.4209], [-0.2745, 0.4484, -1.7367], [-1.1565, -1.0764, -0.4923], [-2.3387, -0.1658, -1.4483], [-0.3728, 1.2959, -1.0136], [-0.4334, 0.8573, -2.7468], [0.7351, -0.0002, -1.7030], [1.2210, 1.0616, 2.3886], [1.6561, 0.5434, 3.4992], [0.2361, 0.7010, 2.0519], [1.7657, 1.8045, 1.7598], [2.5215, 0.9915, 3.7629]], "lowdin_charge": [-0.68, -0.36, -0.17, 0.05, 0.06, 0.03, 0.04, 0.04, -0.13, -0.01, 0.06, 0.07, 0.00], "charge": -1}



Model two:
{"formula": "C3H8NO", "method": "ωB97M-V/def2-TZVPD", "elements": ["C", "N", "C", "C", "O", "H", "H", "H", "H", "H", "H", "H", "H"], "coordinates": [[0.6138, 0.2285, 0.2383], [1.8202, 0.7441, 1.0282], [-0.7675, 0.8314, 0.6153], [-0.8667, -0.6243, 0.3685], [-1.4166, -1.0855, -0.6753], [1.3964, -0.4858, 0.8225], [-0.0308, -1.3370, -3.5132], [0.7556, 0.2559, -0.8250], [1.4390, 0.9362, 1.9611], [-1.0129, 1.5736, -0.1416], [-0.7767, 1.3321, 1.5836], [-0.1941, -1.2194, -2.7926], [-0.9598, -1.1497, 1.3302]], "lowdin_charge": [-0.42, -0.11, -0.14, -0.55, -0.21, 0.10, 0.01, 0.09, -0.04, 0.09, 0.08, 0.00, 0.10], "charge": -1}



Model three:
{"formula": "C3H8NO", "method": "ωB97M-V/def2-TZVPD", "elements": ["C", "O", "H", "H", "H", "C", "C", "N", "H", "H", "H", "H", "H"], "coordinates": [[1.8496, -1.2699, 0.6689], [1.7368, 0.1066, 0.9315], [2.5151, -1.4681, -0.1847], [2.2805, -1.7901, 1.5442], [0.8834, -1.7473, 0.4809], [-1.9357, -0.1334, -0.5508], [-1.4238, 1.1328, -0.6462], [-0.2180, 1.5676, -0.2618], [-1.4285, -0.9492, -0.0368], [-2.9391, -0.3649, -0.8948], [-2.0926, 1.8688, -1.1190], [-0.1193, 2.5589, -0.4570], [0.8916, 0.4880, 0.5256]], "lowdin_charge": [-0.23, -0.20, 0.06, 0.06, 0.05, -0.15, -0.50, -0.09, -0.02, -0.03, 0.06, -0.02, 0.00], "charge": -1}



Which structure loses on stability? model two does.



Model one:
{"formula": "C3H2N2S", "method": "ωB97M-V/def2-TZVPD", "elements": ["S", "C", "C", "N", "N", "C", "H", "H"], "coordinates": [[2.2485, 0.0009, 0.1632], [0.7178, 0.0303, -0.1262], [-0.1028, -1.0954, -0.0695], [-1.3711, -0.7564, 0.0162], [-1.4583, 0.6703, 0.4248], [-0.1711, 1.1447, -0.2347], [0.0955, -2.2343, 0.0779], [0.0415, 2.2401, -0.2517]], "lowdin_charge": [0.88, -0.93, -0.25, 0.01, 0.09, -0.07, 0.15, 0.11], "smiles": "S=C1C=NN=C1", "charge": 0}



Model two:
{"formula": "C3H2N2S", "method": "ωB97M-V/def2-TZVPD", "elements": ["S", "C", "N", "C", "C", "N", "H", "H"], "coordinates": [[-1.4668, 1.0670, -0.6869], [-0.3382, 0.0954, 0.0384], [0.5018, -0.7449, -0.9189], [1.4249, -1.1101, -0.1466], [1.3004, -0.6169, 1.1766], [0.2145, 0.0598, 1.3463], [2.1879, -1.7841, -0.4115], [1.9447, -0.7022, 1.9997]], "lowdin_charge": [0.75, -0.81, 0.08, -0.18, -0.11, 0.08, 0.10, 0.10], "smiles": "S=C1N=CC=N1", "charge": 0}



Model three:
{"formula": "C3H2N2S", "method": "ωB97M-V/def2-TZVPD", "elements": ["C", "C", "C", "N", "N", "S", "H", "H"], "coordinates": [[-1.7051, 1.4899, -0.1509], [-2.8791, -0.6119, -0.1596], [-1.7313, 0.1320, -0.3650], [-1.5424, 2.5945, 0.1682], [-3.9020, -1.1973, -0.1602], [1.6649, 0.5978, -0.5419], [-0.7834, -0.2889, -0.5348], [2.1505, -0.6663, -0.8520]], "lowdin_charge": [-0.26, -0.20, -0.09, 0.20, 0.18, 0.41, 0.01, -0.24], "charge": 0}



Which structure loses on stability? model one does.